Record 1
53
Properties=species:S:1:pos:R:3 method="wB97M-V/def2-TZVPD" multiplicity=4 s_squared=3.811 orbital_gap_ev="5.8 / 5.9"
Re -0.193 -1.401 -1.388
C 1.503 1.098 -1.655
C 2.103 0.817 -0.376
C 2.354 -0.527 -0.306
C 1.972 -1.154 -1.581
C 1.492 -0.063 -2.431
C 1.405 -0.061 -3.935
C 2.693 -2.386 -2.077
C 2.894 -1.292 0.856
C 2.413 1.842 0.674
C 1.051 2.441 -2.123
H 2.241 0.508 -4.350
H 0.479 0.395 -4.290
H 1.446 -1.072 -4.334
H 3.757 -2.170 -2.215
H 2.283 -2.738 -3.022
H 2.603 -3.196 -1.355
H 2.103 -1.888 1.321
H 3.310 -0.624 1.608
H 3.674 -1.986 0.540
H 3.386 2.300 0.480
H 2.451 1.387 1.663
H 1.673 2.640 0.694
H 1.849 2.939 -2.681
H 0.782 3.086 -1.286
H 0.193 2.347 -2.788
S 0.052 -5.618 -2.921
As -1.391 -4.229 -2.361
S -0.938 -3.290 -0.307
S -1.018 -2.182 -3.364
S -3.388 -4.781 -2.545
C 0.011 2.580 4.062
C -1.355 2.069 3.611
C -1.259 0.735 2.865
S -1.028 1.041 1.084
O -0.565 -0.285 0.538
C -2.786 1.189 0.559
C -3.466 -0.136 0.228
C -3.991 -0.937 1.416
H -0.071 3.570 4.510
H 0.701 2.645 3.219
H 0.436 1.905 4.806
H -1.831 2.815 2.966
H -2.005 1.950 4.477
H -2.141 0.116 2.995
H -0.379 0.163 3.159
H -2.736 1.816 -0.333
H -3.299 1.749 1.345
H -2.773 -0.760 -0.341
H -4.295 0.093 -0.444
H -3.192 -1.460 1.941
H -4.687 -1.698 1.067
H -4.524 -0.296 2.123

=====

Record 2
10
Properties=species:S:1:pos:R:3 method="wB97M-V/def2-TZVPD" smiles="O=P([O-])([O-])C1=CC1" total_charge=-2 orbital_gap_ev=6.0 relative_energy_ev=0.1049
O -3.436 -0.936 -1.225
P -3.240 -0.041 -0.014
O -3.700 -0.745 1.223
O -3.613 1.466 -0.221
C -1.374 0.160 0.187
C -0.358 0.971 0.008
C 0.094 -0.413 0.059
H 0.080 1.880 -0.274
H 0.226 -1.102 -0.894
H 0.479 -0.677 1.042

=====

Record 3
100
Properties=species:S:1:pos:R:3 method="wB97M-V/def2-TZVPD" smiles="O=C1OCCO1.O=C1OCCO1.O=C1OCCO1.c1ccncc1.c1ccncc1.CCCC#N.CCCC#N.CCCC#N.CCCC#N" orbital_gap_ev=9.7 relative_energy_ev=5.9742
O -0.945 -16.529 -3.244
C -1.224 -17.362 -2.415
O -1.011 -18.743 -2.568
C -1.570 -19.387 -1.489
C -1.947 -18.314 -0.478
O -1.664 -17.096 -1.142
H -2.499 -19.846 -1.826
H -0.892 -20.098 -1.016
H -1.307 -18.371 0.403
H -3.025 -18.198 -0.368
O 1.471 -19.636 5.668
C 1.730 -20.573 6.378
O 1.633 -20.549 7.705
C 1.985 -21.740 8.284
C 2.390 -22.525 7.042
O 2.186 -21.697 5.949
H 2.786 -21.579 9.005
H 1.071 -22.050 8.792
H 1.795 -23.436 7.111
H 3.416 -22.888 6.969
O -9.800 -15.580 -5.545
C -9.717 -16.225 -4.452
O -10.090 -15.845 -3.172
C -9.738 -16.791 -2.183
C -8.681 -17.583 -2.963
O -8.916 -17.369 -4.293
H -9.246 -16.582 -1.233
H -10.644 -17.369 -2.001
H -8.687 -18.609 -2.594
H -7.704 -17.150 -2.746
C -5.227 -26.768 -5.221
C -6.321 -26.048 -4.907
C -6.295 -25.191 -3.818
N -5.240 -25.162 -2.924
C -4.128 -25.900 -3.290
C -4.115 -26.702 -4.380
H -5.154 -27.468 -6.041
H -7.282 -26.071 -5.400
H -7.267 -24.845 -3.498
H -3.242 -25.917 -2.672
H -3.251 -27.334 -4.528
C 4.643 -24.247 -7.394
C 4.502 -25.570 -6.960
C 3.330 -25.928 -6.220
N 2.288 -25.142 -6.097
C 2.328 -23.899 -6.663
C 3.538 -23.381 -7.251
H 5.456 -23.950 -8.039
H 5.312 -26.251 -7.176
H 3.245 -26.826 -5.627
H 1.485 -23.244 -6.498
H 3.524 -22.474 -7.838
C 6.675 -17.840 -5.928
C 5.363 -17.418 -5.250
C 5.310 -15.876 -5.290
C 6.386 -15.212 -4.548
N 7.207 -14.700 -3.896
H 6.541 -17.573 -6.977
H 6.681 -18.926 -5.832
H 7.531 -17.375 -5.441
H 5.306 -17.687 -4.195
H 4.513 -17.864 -5.767
H 4.404 -15.609 -4.746
H 5.396 -15.403 -6.269
C 8.359 -20.770 2.311
C 7.333 -19.669 2.712
C 6.396 -19.277 1.587
C 5.774 -20.424 0.830
N 5.233 -21.273 0.270
H 9.246 -20.390 1.806
H 7.994 -21.451 1.543
H 8.631 -21.293 3.228
H 7.837 -18.828 3.188
H 6.617 -20.011 3.459
H 6.734 -18.548 0.850
H 5.570 -18.618 1.857
C -3.882 -8.585 0.292
C -3.050 -9.457 -0.879
C -3.849 -10.612 -1.456
C -4.596 -11.476 -0.510
N -5.207 -12.024 0.252
H -3.882 -9.254 1.153
H -4.920 -8.295 0.130
H -3.237 -7.759 0.594
H -2.156 -9.951 -0.499
H -2.758 -8.752 -1.657
H -3.279 -11.201 -2.174
H -4.596 -10.104 -2.066
C -2.750 -13.064 -9.073
C -2.862 -11.762 -9.847
C -3.884 -10.749 -9.334
C -4.152 -9.649 -10.295
N -4.388 -8.820 -11.040
H -2.927 -12.971 -8.002
H -1.792 -13.558 -9.231
H -3.272 -13.914 -9.512
H -3.060 -11.970 -10.898
H -1.913 -11.228 -9.798
H -3.597 -10.285 -8.391
H -4.719 -11.431 -9.174